No. 1
Computed, not measured: C4H5NO in the gas phase at a distorted geometry, with ωB97M-V with the def2-TZVPD basis set.

Results
DFT total energy = -7765.5485 eV
E_LUMO = 1.05 eV
HOMO level = -9.179 eV
ΔE to the lowest compared entry with this formula, charge and spin = 94.36 kJ/mol
gap between HOMO and LUMO = 10.23 eV
strongest force on any atom = 0.067 hartree/bohr
SMILES = Cc1cocn1

```
11
Properties=species:S:1:pos:R:3:forces:R:3:lowdin_charge:R:1
H -2.709696 -1.369360 -0.180528 0.36 0.79 0.59 0.14
C -1.823055 -0.738668 0.000886 0.84 -1.94 -0.08 -0.21
H -0.409274 2.135997 -0.107157 -0.48 -2.33 0.37 0.16
H 2.213489 0.474438 -0.787243 -0.13 -0.93 -0.07 0.08
N -0.599219 -1.263277 0.003028 -1.60 2.99 -0.58 0.12
C 0.205255 -0.072166 -0.065946 -0.29 -1.16 0.27 -0.33
C -0.608554 1.000450 -0.018009 0.12 2.46 -0.28 -0.09
O -1.948834 0.608483 0.056537 1.63 -1.17 -0.69 0.01
C 1.724247 -0.120061 0.002193 -1.07 0.62 0.62 -0.04
H 1.878633 0.495534 0.882458 0.70 -0.18 0.43 0.07
H 2.077005 -1.151371 0.213784 -0.07 0.84 -0.60 0.09
```
Positions in Å, forces in eV/Å.

***

No. 2
Computed, not measured: C2H2O3S in the gas phase at a distorted geometry, with ωB97M-V with the def2-TZVPD basis set.

Results
DFT total energy = -19082.8981 eV
E_LUMO = -0.60 eV
HOMO level = -9.879 eV
ΔE to the lowest compared entry with this formula, charge and spin = 149.24 kJ/mol
gap between HOMO and LUMO = 9.28 eV
strongest force on any atom = 0.148 hartree/bohr
SMILES = O=C(O)C(O)=S

```
8
Properties=species:S:1:pos:R:3:forces:R:3:lowdin_charge:R:1
O 1.285896 -0.745031 1.021282 1.36 1.61 -2.05 0.05
C 0.990052 0.090383 -0.087562 7.20 -1.80 -1.73 -0.45
S -1.434396 -0.788234 -0.281303 -1.67 -2.31 -0.50 0.91
H -1.726276 1.550186 0.664566 0.10 -0.07 -0.34 0.10
C -0.398316 0.322370 0.038897 -2.91 4.38 -0.06 -0.84
O 1.872971 0.318509 -0.992274 -4.57 -0.52 4.21 0.07
H 2.262897 -0.874599 0.909609 -0.87 -0.12 0.31 0.14
O -0.800954 1.608978 0.373323 1.35 -1.16 0.16 0.02
```
Positions in Å, forces in eV/Å.

***

No. 3
Computed, not measured: a gas-phase ion, C4H11N3 (charge +1) at a distorted geometry, with ωB97M-V with the def2-TZVPD basis set.

Results
DFT total energy = -8788.3019 eV
charge = +1
E_LUMO (alpha / beta) = -3.80 / -6.21 eV
HOMO level (alpha / beta) = -13.024 / -13.037 eV
ΔE to the lowest compared entry with this formula, charge and spin = 107.04 kJ/mol
gap between HOMO and LUMO (alpha / beta) = 9.22 / 6.83 eV
strongest force on any atom = 0.030 hartree/bohr
⟨S²⟩ = 0.756
spin multiplicity = 2

```
18
Properties=species:S:1:pos:R:3:forces:R:3:lowdin_charge:R:1
C -0.825015 0.980085 0.376655 -0.16 0.68 -0.84 -0.10
N 1.698471 1.298201 0.163406 -0.48 0.38 -0.27 0.00
N -1.804293 -1.209721 0.163091 1.07 -0.47 0.87 0.23
C 0.377914 1.949536 0.263628 0.57 -1.36 -0.52 -0.23
H 0.269425 2.501928 -0.664550 -0.19 0.56 0.26 0.11
N 0.623295 -2.341874 -0.681334 -1.19 -0.57 -0.75 0.09
H -1.630880 1.431004 -0.214465 -0.15 0.08 0.17 0.14
H 1.297984 -2.655458 -0.007087 -0.06 -0.20 0.24 0.12
H 0.521085 -2.868309 -1.541175 0.93 -0.15 0.11 0.12
H -1.174468 1.003134 1.405934 -0.10 -0.42 0.12 0.13
H 0.789184 -0.394402 -1.567151 -0.12 -0.09 0.06 0.15
H 0.329400 2.554139 1.157806 -0.13 0.61 -0.09 0.11
H -1.585196 -2.199272 0.280971 -0.46 -0.01 -0.61 0.14
H 2.410439 1.893068 0.570692 0.05 -0.41 -0.02 0.09
C 0.307756 -1.023472 -0.814369 0.44 0.89 0.01 -0.08
C -0.758514 -0.440117 -0.085076 0.04 0.40 0.38 -0.23
H 1.729444 0.357790 0.510012 0.26 0.02 0.61 0.04
H -2.576023 -0.836253 0.683018 -0.31 0.07 0.26 0.14
```
Positions in Å, forces in eV/Å.

***

No. 4
Computed, not measured: 5 unconnected molecules or ions with the total composition C35H69ClN6O7 at a distorted geometry, with ωB97M-V with the def2-TZVPD basis set.

Results
DFT total energy = -73201.9924 eV
E_LUMO = 0.53 eV
HOMO level = -6.746 eV
ΔE to the lowest compared entry with this formula, charge and spin = 485.96 kJ/mol
gap between HOMO and LUMO = 7.28 eV
strongest force on any atom = 0.070 hartree/bohr
SMILES = [H]/N=C/C[C@@]1(C)NC(=O)[C@H]([C@H](Cl)CC)[C@@]1(CC[C@@H](C)CCC=C(C)C)OC[C@H](C)O.CN(C)C=O.CN(C)C=O.CN(C)C=O.CN(C)C=O

```
118
Properties=species:S:1:pos:R:3:forces:R:3:lowdin_charge:R:1
H 0.354151 7.344660 6.076227 -0.10 -0.04 -0.08 0.08
H -1.540246 -4.385588 2.471114 0.53 0.98 -0.97 0.10
H -2.753169 1.382010 2.994065 1.18 -1.00 0.64 0.09
H -2.156786 -0.674754 5.307565 -0.64 1.15 -0.34 0.07
H 3.032816 -1.980369 -7.182618 -0.08 0.01 0.09 0.08
C -1.448641 1.361718 -0.828719 -0.21 -0.03 -0.14 -0.13
C 1.873098 4.332011 2.877394 -0.23 -1.81 -0.31 -0.09
N -1.266479 6.836563 4.838580 0.47 0.26 -0.36 -0.21
H 0.248600 3.644842 -0.945620 0.55 -0.82 0.90 0.11
H 0.185057 2.892221 0.793894 0.45 0.50 -1.40 0.10
C -5.269755 3.383737 -4.587262 0.10 0.04 0.28 -0.06
H -5.035087 4.034169 -2.136575 0.07 -0.06 -0.13 0.09
H 4.777933 -1.316185 -1.562021 0.24 0.68 1.49 0.08
H -2.902680 -5.732593 -1.906746 0.00 -0.09 0.16 0.10
C -1.997153 0.675814 3.494712 -0.76 0.51 -0.48 -0.27
H -0.310278 -2.687939 3.846682 0.80 0.25 -0.05 0.13
N 1.661026 -1.862282 -5.594933 0.66 -0.14 0.24 -0.19
H 3.879808 1.736243 2.050605 -0.01 1.52 -0.26 0.07
H 1.477169 0.968440 0.253617 -0.31 0.45 -1.21 0.10
H -2.218059 -3.088858 1.363207 1.12 -0.53 0.35 0.05
H -2.483553 -7.466375 -1.870194 0.10 0.08 -0.08 0.09
O 1.723039 -1.352247 1.177900 0.11 0.26 -1.98 -0.12
C -0.084711 0.827015 -1.461486 -0.22 1.44 0.18 -0.32
C -1.295201 -3.707885 1.582150 -0.75 0.03 -0.19 -0.05
H 2.874619 4.189310 -0.433841 -0.38 -2.04 0.36 0.10
H 0.595406 -5.098216 1.697007 0.79 1.44 -0.10 0.10
H -2.576522 5.418034 4.057949 -0.16 0.03 0.04 0.09
H 5.065504 0.110060 -0.336500 0.03 -1.32 -0.30 0.07
C 2.641611 3.621540 1.662531 -0.34 0.01 -0.84 -0.28
C 0.035952 -0.729507 -1.682029 0.97 0.09 -0.75 -0.16
C 2.599613 -1.595267 0.075675 1.98 -0.17 -1.53 -0.14
H -0.636937 -0.997351 -2.575104 0.78 0.28 1.48 0.11
H 1.014926 4.979372 2.512599 1.17 -0.78 0.42 0.07
H 1.984470 1.618550 -1.434208 -0.92 -0.34 1.34 0.12
C 0.548161 -0.891417 3.218834 -0.67 -0.25 -0.32 -0.32
N -1.211836 -6.247733 -3.008925 0.40 0.50 -0.29 -0.20
H -5.137183 3.001221 -5.600061 0.06 0.00 0.11 0.08
O 2.442752 -2.053589 -3.450030 -0.03 -0.05 -0.26 0.01
N 0.403376 -2.375912 3.171480 -1.41 1.06 0.99 0.06
H -5.396665 4.468456 -4.628391 -0.16 -0.05 -0.11 0.09
H 1.652894 -0.885702 -7.431311 0.06 -0.09 -0.17 0.09
H -2.452835 1.143237 5.625226 -0.27 -1.40 -0.87 0.08
H 0.369524 7.675913 3.908983 0.02 -0.01 0.11 0.13
C 4.003652 2.867268 2.076026 -0.24 1.77 0.08 -0.08
H -0.330584 -7.042636 -4.743535 -0.05 0.05 0.11 0.08
C 2.181745 3.675712 0.305826 0.18 -0.14 1.67 -0.09
H -0.564022 5.899267 6.557654 0.09 0.10 0.16 0.09
H -1.260095 7.525404 6.801494 0.15 -0.05 0.14 0.09
N -4.120926 3.072598 -3.761872 0.40 -0.36 -0.49 -0.20
Cl -3.190236 -0.514917 1.313105 0.51 -0.48 0.29 0.61
H 4.865288 3.214752 1.417900 -0.97 -0.71 0.65 0.08
H -1.431984 -1.790817 -0.405689 1.71 0.18 0.15 0.11
H -0.370702 -1.574529 -6.032528 0.16 -0.01 0.01 0.09
H -3.762180 0.157657 4.776191 1.57 -0.12 0.27 0.08
H 1.740466 -4.099858 0.695362 -0.43 0.18 1.27 0.11
C 1.964159 -1.845326 -7.011009 -0.22 0.04 0.21 -0.06
H 4.236092 -1.399649 1.595039 -0.07 -0.72 -1.15 0.14
C -0.335021 -0.472470 1.914948 1.74 0.15 1.13 -0.12
C -0.642869 6.907795 6.143988 -0.26 -0.11 -0.12 -0.06
H -1.172898 -4.420409 0.689458 -0.07 1.21 1.20 0.08
C -2.082099 -6.452911 -1.866984 0.07 0.30 0.06 -0.04
H -6.160025 2.928030 -4.146512 -0.09 0.09 -0.16 0.09
C -2.632706 0.271482 4.902190 0.25 0.80 -0.42 -0.11
C 1.163898 -4.099539 1.669614 0.44 -0.64 0.49 -0.07
O -1.103283 7.243204 2.590315 -0.13 -0.09 0.22 0.01
C 0.790864 3.025462 -0.167716 0.95 0.59 1.13 -0.18
C 4.129537 -1.812017 0.544340 -0.37 1.06 -1.36 -0.35
O -0.748194 -4.081620 -2.430569 -0.21 -0.36 -0.12 0.01
H -1.420937 1.471155 0.309820 -0.06 -0.47 -1.63 0.05
H 1.110849 -0.939733 -2.065035 -1.90 0.37 0.62 0.09
C 0.323564 -1.542960 0.917100 -1.77 -1.33 1.43 -0.30
H -4.015816 2.627964 -1.729015 0.01 0.16 0.09 0.08
C 2.124674 -4.164468 2.965045 1.19 0.87 -0.78 -0.20
H -1.996661 -1.503328 3.159443 0.50 1.02 -1.46 0.10
H 3.607100 -3.738361 4.031842 -0.10 0.30 -0.62 0.05
H 2.659689 4.942035 3.430934 -1.00 -0.62 -0.84 0.08
H 1.417838 -2.654290 -7.502977 0.08 0.08 -0.17 0.09
C 1.129212 1.521948 -0.670517 0.27 0.77 -0.78 -0.16
C -2.601563 6.281764 4.726655 0.05 0.06 -0.30 -0.05
H -2.305831 0.680832 -1.134367 0.97 0.88 0.48 0.06
H -1.036790 1.294816 3.577615 -1.19 -1.23 0.15 0.11
C 0.283815 -1.696303 -5.168878 0.10 -0.02 0.25 -0.03
H 0.005304 -2.793656 -0.877248 -0.39 1.88 0.56 0.10
H 3.636327 -2.144339 -5.083357 0.00 0.01 -0.10 0.13
O -2.054981 2.097164 -3.607344 -0.28 0.18 -0.21 0.01
H -0.570476 -8.187000 -3.403159 -0.01 -0.08 -0.19 0.09
C -1.796587 -0.596468 2.493290 -0.01 1.55 1.62 -0.58
H 6.122004 -1.471118 -0.349266 -1.34 1.07 -0.14 0.08
H 2.318439 -2.488267 -0.589431 0.22 1.12 1.15 0.14
H 0.210815 -0.816625 -4.526268 -0.16 -0.09 -0.05 0.08
C -0.288853 -1.732690 -0.515958 -0.16 -0.67 -0.40 -0.10
O 1.132040 -0.184721 4.040958 -1.79 -2.34 -2.06 0.09
H 1.481799 3.557454 3.618911 0.38 1.03 -0.69 0.07
H -3.256788 4.159341 -2.208035 -0.08 -0.03 0.16 0.10
C 2.628724 -2.028827 -4.651608 -0.26 0.06 -0.22 -0.32
C -4.113850 3.502654 -2.375963 0.26 -0.15 0.04 -0.04
N 3.226527 -3.476223 3.102314 -1.96 -1.83 0.29 0.08
H -1.672711 2.401002 -1.235636 0.34 -1.47 0.50 0.05
H -0.047605 1.298990 -2.511211 -0.08 -0.81 1.49 0.12
C -0.615353 -5.035557 -3.173305 -0.16 -0.36 0.07 -0.32
C -0.637870 7.274344 3.712440 -0.15 -0.10 0.22 -0.36
H 5.114821 -3.339535 1.201786 -0.67 -0.24 -0.64 0.08
C 0.057982 -2.903250 1.788097 1.17 -0.84 0.61 -0.33
H -1.966569 -7.630934 -4.367183 0.12 -0.14 -0.09 0.09
H 4.262102 3.146048 3.148964 -0.23 -0.32 -1.28 0.06
H 2.652298 -0.706263 -0.651902 -0.40 -1.08 1.27 0.11
H -3.268683 7.034635 4.300252 -0.08 -0.16 0.01 0.09
H -1.514445 -6.285768 -0.948424 -0.16 -0.04 0.04 0.08
H -2.971443 5.976691 5.705759 0.13 0.06 -0.05 0.09
H -0.028432 0.602618 1.726602 -0.73 -1.32 -0.28 0.13
H -3.156076 2.111060 -5.307302 -0.11 0.03 -0.04 0.13
H -0.023909 -2.574180 -4.595232 -0.13 0.17 0.08 0.07
H 0.023722 -4.986593 -4.070131 0.01 -0.09 -0.04 0.13
C 5.079458 -1.011170 -0.496929 0.01 -1.33 0.39 -0.06
C -1.004427 -7.339055 -3.938820 -0.15 0.04 0.25 -0.06
C -3.047605 2.389237 -4.246079 -0.27 0.19 0.17 -0.32
H 1.835771 -4.888609 3.790888 -0.08 0.78 -1.07 0.11
O 4.533777 -3.208762 0.423406 -0.03 1.18 1.18 -0.10
```
Positions in Å, forces in eV/Å.

***

No. 5
Computed, not measured: a molecular structure, C2H2NO4 at a distorted geometry, with ωB97M-V with the def2-TZVPD basis set.

Results
DFT total energy = -11770.9750 eV
charge = +1
E_LUMO (alpha / beta) = -7.44 / -6.86 eV
HOMO level (alpha / beta) = -15.478 / -15.378 eV
ΔE to the lowest compared entry with this formula, charge and spin = 446.08 kJ/mol
gap between HOMO and LUMO (alpha / beta) = 8.04 / 8.52 eV
strongest force on any atom = 0.137 hartree/bohr

```
9
Properties=species:S:1:pos:R:3:forces:R:3:lowdin_charge:R:1
O 1.492999 -1.417390 -0.051800 0.56 0.11 -0.21 0.21
C 0.416589 0.844417 0.026084 3.65 0.26 -0.37 0.09
C 0.474925 -0.603524 -0.032463 -0.04 -0.41 0.44 -0.36
O -2.828794 0.200308 -0.092159 1.07 1.38 -0.96 0.31
H 1.233790 1.688681 0.134405 -2.04 -2.04 -0.13 0.22
O -0.684760 -1.124711 0.087429 0.95 1.07 -0.50 0.21
O -0.834012 1.218077 -0.003061 0.77 4.50 -1.75 0.18
N -1.716400 0.383043 0.191788 -3.31 -5.37 3.14 -0.07
H 2.445660 -1.188904 -0.260223 -1.62 0.50 0.34 0.21
```
Positions in Å, forces in eV/Å.

***

No. 6
Computed, not measured: a gas-phase ion, C9H12N5 (charge +1) at a distorted geometry, with ωB97M-V with the def2-TZVPD basis set.

Results
DFT total energy = -16969.5801 eV
charge = +1
E_LUMO = -3.45 eV
HOMO level = -12.333 eV
ΔE to the lowest compared entry with this formula, charge and spin = 172.62 kJ/mol
gap between HOMO and LUMO = 8.88 eV
strongest force on any atom = 0.075 hartree/bohr
SMILES = NC1(N)[C@@H]2NC=[NH+][C@@]21c1cccnc1

```
26
Properties=species:S:1:pos:R:3:forces:R:3:lowdin_charge:R:1
H 3.033633 1.831533 0.223020 -0.34 -0.64 -0.64 0.12
C 1.274670 0.874996 0.168448 1.25 0.12 2.26 -0.41
H 1.007094 -0.475036 2.142709 0.40 -0.11 -1.41 0.18
N 0.692445 2.002374 0.790069 -3.18 -0.96 -1.73 0.13
H 2.781803 -2.388290 -1.284202 -1.04 1.16 1.51 0.20
C -1.054432 -0.292187 -0.169926 1.04 -0.38 -0.40 -0.16
C 1.334646 -0.500877 1.066652 -1.71 2.91 1.39 -0.06
C -3.669005 -0.115020 0.144309 -1.26 -0.69 0.93 -0.08
H -3.491039 1.687910 -1.115316 -1.42 1.24 -0.35 0.09
H -1.383424 -2.202084 0.891410 1.36 -1.17 0.46 0.12
N 0.943200 -1.227083 -1.098138 2.34 -0.78 -0.39 0.16
H -4.721252 -0.205425 0.529818 0.93 0.97 -1.01 0.13
H 1.039935 2.572725 1.505338 1.21 0.19 1.03 0.08
C -1.690145 0.700354 -0.865617 -2.35 -0.03 1.67 -0.01
H 2.448224 1.603611 -1.288510 -0.04 0.57 -1.01 0.08
H -1.248407 1.437245 -1.471854 1.12 0.61 -0.54 0.12
H 0.349235 -1.782057 -1.673849 -0.27 -0.15 -0.74 0.17
N 2.296435 -1.372157 0.634582 0.53 -1.96 -3.28 0.12
C 2.112033 -1.720658 -0.628251 -0.30 -0.83 -1.15 -0.01
N 2.554836 1.165214 -0.407556 0.15 -0.75 0.71 0.11
C -3.066838 0.890692 -0.603977 1.38 -2.55 0.15 -0.01
N -3.016855 -1.221898 0.585974 -3.60 0.66 0.11 0.07
H -0.322147 2.093748 0.707252 0.67 -0.08 0.12 0.09
H 3.153394 -1.714639 0.968081 1.09 0.15 1.68 0.16
C -1.767928 -1.337820 0.448183 1.66 2.11 -0.75 -0.10
C 0.409886 -0.305180 -0.198649 0.41 0.42 1.39 -0.28
```
Positions in Å, forces in eV/Å.